Below is a molecular structure, C3H13N4P at a distorted geometry, with properties calculated with ωB97M-V/def2-TZVPD.

Each line ends with the Löwdin charge.
Cartesian coordinates (Å):
C  3.10642  1.88030  1.31497  -0.22
C  -2.80002  0.01599  -0.62620  -0.16
C  -0.93637  -3.12854  -0.91588  -0.12
N  -0.10739  0.41145  -0.67087  -0.31
N  2.18364  2.91927  0.92121  -0.07
N  -2.03011  -0.77112  0.40762  -0.36
N  0.05115  -2.36012  -0.76212  -0.09
P  -0.41300  -0.48597  0.58336  0.70
H  3.92321  1.61470  0.52759  0.10
H  3.83919  2.20932  2.21683  0.11
H  2.71020  1.02886  1.59772  -0.03
H  -3.83908  -0.22589  -0.76153  0.06
H  -2.74902  1.08949  -0.36617  0.07
H  -2.22128  -0.17884  -1.52143  0.04
H  1.40089  3.06458  1.51290  0.04
H  -1.45681  -3.57963  -0.06802  0.07
H  -1.12485  -3.46381  -1.98587  0.09
H  0.89499  0.65646  -0.66552  -0.06
H  1.69529  2.81546  0.02115  0.05
H  -2.55678  -1.47728  0.89598  0.05
H  0.42973  -2.03469  -1.65570  0.06

Computed properties:
E_tot = -18568.476 eV
energy above the lowest of the compared OMol25 structures with the same formula, charge and spin = 49.45 kcal/mol
net charge = 0
frontier orbital gap = 9.082 eV
highest occupied orbital energy = -0.3098 hartree